Entry from the Open Molecules 2025 dataset: a molecular structure, C30H35BClO8PPdS3 at a distorted geometry (ωB97M-V with the def2-TZVPD basis set).

Each line ends with the Löwdin charge.
Cartesian coordinates (Å):
Pd1 -0.1778 -0.1666 -0.3068  0.60
Cl1 6.3827 3.4766 1.5048  0.57
S1 0.8086 -5.5947 -2.3788  0.10
S2 -2.4054 0.7047 -1.2157  0.59
S3 -0.3076 -2.6454 -1.1712  0.26
P1 0.2569 -4.5408 -0.8124  -0.19
O1 -8.1568 -1.2445 1.8513  0.08
O2 -6.6957 -2.3936 3.0339  0.08
O3 -0.9198 -5.4051 -0.1312  -0.34
O4 -0.4812 -1.0667 2.4701  0.13
O5 0.4814 2.3865 -0.4035  -0.02
O6 2.0870 -0.0699 -0.3294  -0.12
O7 0.0882 1.1459 2.2588  0.15
O8 1.3160 -4.6548 0.4207  -0.34
C1 -1.3861 -5.4130 1.2200  -0.45
C2 1.4913 2.8358 0.0926  -0.25
C3 -0.3178 -0.5269 3.7040  -0.18
C4 0.6331 -2.1916 7.5598  -0.05
C5 5.3310 1.1077 0.6643  -0.13
C6 5.0761 2.4545 0.9398  -0.70
C7 -0.6300 -6.4742 2.0130  -0.06
C8 2.3999 -2.8806 1.6164  -0.05
C9 3.2513 -3.4850 -0.6668  -0.09
C10 0.1359 0.9727 5.9351  -0.04
C11 -6.8687 -1.6214 2.1258  -0.50
C12 -3.4488 -0.9527 0.7472  -0.10
C13 -1.3382 -4.0618 1.9045  -0.07
C14 -0.2195 -0.3642 6.0792  -0.18
C15 -6.0326 -0.1033 0.2734  -0.06
C16 4.3173 0.2973 0.2318  -0.01
C17 2.7622 2.1634 0.3028  -0.13
C18 -0.1080 -0.0659 8.6040  -0.08
C19 3.8180 2.9648 0.7609  -0.10
C20 0.2694 1.5887 4.6880  0.02
C21 -3.6600 0.0059 -0.2610  -0.71
C22 -4.9951 0.4030 -0.4735  -0.14
C23 -0.3680 -1.0334 7.4475  -0.56
C24 0.0348 0.8173 3.5746  -0.20
C25 2.5817 -3.9951 0.6014  -0.45
C26 -4.4848 -1.4590 1.4955  -0.01
C27 -0.4507 -1.1338 4.9300  0.06
C28 -5.8105 -1.0477 1.2859  -0.17
C29 2.9701 0.7616 0.0404  -0.36
C30 -1.7944 -1.5803 7.6016  -0.05
B1 -0.2227 -0.0403 1.5370  -0.65
H1 -0.8124 0.7682 8.5933  0.08
H2 -5.1948 1.1370 -1.2451  0.09
H3 1.6580 -1.8212 7.4904  0.09
H4 -0.7278 -2.1793 4.9827  0.12
H5 0.5144 -2.7070 8.5178  0.08
H6 -0.2264 -0.5935 9.5537  0.08
H7 -0.7140 -7.4456 1.5225  0.08
H8 3.2124 -4.7824 1.0346  0.13
H9 0.5480 2.6303 4.5976  0.12
H10 -2.5267 -0.7757 7.5120  0.09
H11 -4.2888 -2.1977 2.2626  0.12
H12 1.4971 3.8945 0.4430  0.12
H13 -0.3085 -3.7666 2.1262  0.06
H14 -2.0226 -2.3233 6.8367  0.08
H15 0.3188 1.5755 6.8144  0.09
H16 -2.4302 -5.7262 1.1248  0.14
H17 3.3720 -2.4539 1.8766  0.08
H18 -1.0396 -6.5515 3.0237  0.07
H19 -1.9022 -4.1125 2.8393  0.08
H20 -8.1531 -0.6533 1.0934  0.06
H21 4.4925 -0.7504 0.0189  0.09
H22 1.7897 -2.0897 1.1818  0.05
H23 -7.0260 0.2756 0.0441  0.10
H24 1.9199 -3.2545 2.5240  0.08
H25 2.6966 -2.6428 -1.0830  0.05
H26 0.9063 0.3369 8.5691  0.08
H27 -1.9163 -2.0540 8.5800  0.08
H28 0.4874 -2.9212 6.7629  0.08
H29 4.2556 -3.1376 -0.4024  0.07
H30 3.3278 -4.2693 -1.4145  0.05
H31 -1.7718 -3.2971 1.2716  0.04
H32 6.3325 0.7170 0.7999  0.09
H33 0.4239 -6.2045 2.0756  0.07
H34 3.6194 4.0120 0.9650  0.10
H35 -2.4410 -1.3003 0.9164  0.05

Forces on the atoms, in the same order (eV/Å):
Pd -0.1 0.0 -1.4
Cl 0.1 0.1 0.0
S 0.1 0.1 0.0
S 0.6 -0.2 0.7
S 0.0 -0.6 0.2
P 0.1 0.1 -0.2
O 0.0 0.0 0.0
O 0.0 0.0 0.1
O -0.1 0.0 0.0
O -0.1 -0.2 -0.3
O 0.1 0.2 -0.2
O -0.2 0.1 0.0
O 0.1 -0.1 -0.2
O 0.0 0.1 -0.2
C 0.1 0.0 0.2
C 0.0 0.0 0.1
C 0.1 0.2 0.2
C 0.0 0.0 0.0
C -0.1 -0.1 0.0
C -0.1 0.1 0.0
C 0.0 0.0 -0.1
C 0.0 0.0 0.0
C -0.1 0.0 0.1
C 0.0 0.0 0.2
C -0.1 -0.1 0.1
C 0.0 0.0 0.0
C 0.1 0.0 0.1
C 0.0 0.0 0.1
C 0.0 -0.1 0.1
C 0.0 -0.1 0.0
C 0.0 -0.3 -0.1
C 0.0 0.0 0.0
C 0.0 0.0 0.0
C 0.0 0.0 -0.3
C -0.2 -0.1 -0.1
C 0.0 0.1 -0.1
C 0.0 0.0 0.0
C 0.0 -0.2 0.2
C 0.0 0.0 0.1
C -0.2 0.0 0.0
C 0.0 0.0 -0.2
C 0.3 0.1 -0.2
C 0.0 0.1 0.2
C 0.0 0.0 0.0
B -0.2 0.5 1.1
H 0.0 0.0 0.0
H 0.0 0.0 0.0
H 0.0 0.0 0.0
H 0.0 0.0 0.0
H 0.0 0.0 0.0
H 0.0 0.0 0.0
H 0.0 0.0 0.0
H 0.0 0.1 0.0
H 0.0 0.0 0.0
H 0.0 0.0 0.0
H 0.0 0.0 0.0
H 0.0 0.0 0.0
H -0.2 0.0 0.0
H 0.0 0.0 0.0
H 0.0 0.0 0.0
H 0.0 0.0 0.0
H 0.0 0.0 0.0
H 0.0 0.0 0.0
H 0.0 0.0 0.0
H 0.0 0.1 -0.1
H 0.0 0.0 0.0
H 0.0 0.0 0.0
H 0.0 0.0 0.0
H 0.0 0.0 0.0
H 0.0 0.0 0.0
H 0.0 0.0 0.0
H 0.0 0.0 0.0
H 0.0 0.0 0.0
H 0.0 0.0 0.0
H 0.0 -0.1 -0.1
H -0.1 0.1 -0.1
H 0.0 0.0 0.0
H 0.0 0.0 0.0
H 0.0 0.0 0.0
H 0.0 0.0 0.0

Output
Energy relative to the best compared isomer or geometry (same formula, charge and spin) in kcal per mole: 31.5
Orbital gap in eV: 5.67
HOMO in eV: -1.9
LUMO in Ha: 0.137
Charge: -2

Entry from the Open Molecules 2025 dataset: a molecular structure, C30H35BKN14O2S at a distorted geometry (ωB97M-V with the def2-TZVPD basis set).

Each line ends with the Löwdin charge.
Cartesian coordinates (Å):
K1 0.2139 0.7509 0.7469  0.77
S1 -1.7260 2.5272 4.0355  0.88
O1 -0.1593 1.2043 3.0545  -0.40
O2 0.3378 3.3005 1.6741  -0.10
N1 0.0978 -1.8006 0.2910  0.04
N2 -2.1632 4.7171 2.6319  0.10
N3 2.2180 -0.9840 -1.5505  0.01
N4 -0.1322 -0.5467 -2.4379  0.01
N5 1.2331 -3.7780 -3.3426  0.11
N6 -2.9831 1.4326 1.4770  0.10
N7 -3.0731 2.7877 1.7818  0.01
N8 2.2806 -0.1059 -0.5503  0.02
N9 0.9957 1.7294 3.1439  -0.07
N10 -3.3012 -0.7256 -0.1690  0.16
N11 0.3041 -2.4184 -0.8779  0.02
N12 -0.3519 0.5803 -1.7610  0.03
N13 1.2039 2.7749 2.4338  -0.27
N14 1.2019 -2.4446 -3.2765  -0.02
C1 1.7273 -5.5375 -4.9875  -0.04
C2 3.5596 0.1173 -0.2929  -0.35
C3 3.4590 -1.3274 -1.9397  -0.06
C4 -3.5212 -3.0953 -0.1250  -0.05
C5 -4.0683 -3.0382 1.1453  -0.05
C6 1.8195 -2.9524 -5.3334  -0.02
C7 3.9894 5.1269 1.9782  -0.07
C8 -0.7250 -2.3478 2.5474  -0.02
C9 -1.9992 2.4011 -1.7000  -0.04
C10 -1.9382 0.3648 -3.3185  -0.03
C11 1.5597 -1.9160 -4.4675  -0.10
C12 -0.5747 -3.9155 0.4729  -0.05
C13 -4.0006 0.6870 1.5917  -0.26
C14 -5.3317 1.1050 2.1368  0.00
C15 -3.8442 -0.6719 1.0440  -0.25
C16 2.8128 4.4350 1.7595  -0.01
C17 -3.1517 -1.9034 -0.7368  -0.11
C18 -1.4319 1.1491 -2.2705  -0.37
C19 -0.4260 -2.6828 1.1274  -0.37
C20 1.5997 -4.1121 -4.5694  -0.36
C21 3.9796 1.0532 0.7840  -0.02
C22 4.4527 3.7430 3.8808  -0.07
C23 -2.3012 3.3707 2.7091  -0.81
C24 -4.2414 -1.8029 1.7475  -0.02
C25 -1.0803 -0.7099 -3.3805  -0.09
C26 4.8027 4.7977 3.0503  -0.08
C27 -0.0982 -3.6974 -0.8032  -0.07
C28 3.2821 3.0400 3.6713  -0.01
C29 4.3601 -0.6379 -1.1605  -0.02
C30 2.4445 3.4053 2.6191  -0.20
B1 0.9037 -1.6119 -2.0385  -0.68
H1 4.2701 5.9296 1.3152  0.11
H2 -2.2631 5.1554 1.7278  0.11
H3 0.7426 -6.0023 -5.0508  0.07
H4 -1.4268 -1.5197 2.6192  0.06
H5 -1.0935 -1.5584 -4.0373  0.12
H6 3.6384 -2.0368 -2.7214  0.12
H7 2.1592 4.6682 0.9334  0.12
H8 2.3155 -6.0925 -4.2579  0.07
H9 1.6067 -0.8554 -4.6192  0.13
H10 2.9880 2.2291 4.3172  0.11
H11 -2.8075 0.5424 -3.9226  0.10
H12 2.1146 -2.8962 -6.3628  0.09
H13 -1.2744 2.8497 -1.0235  0.06
H14 5.7006 5.3654 3.2440  0.10
H15 0.0019 -4.3558 -1.6432  0.09
H16 -5.9381 0.2439 2.4015  0.08
H17 -0.9604 -4.8326 0.8769  0.10
H18 -1.1380 -3.2143 3.0569  0.08
H19 -5.1983 1.7484 3.0059  0.08
H20 -5.8621 1.6713 1.3688  0.10
H21 3.6448 2.0620 0.5490  0.07
H22 -2.9055 2.1429 -1.1525  0.05
H23 5.0969 3.4697 4.7021  0.11
H24 -3.3760 -4.0377 -0.6269  0.11
H25 -4.6352 -1.7175 2.7486  0.12
H26 -2.2573 3.1095 -2.4863  0.08
H27 -3.2814 3.3351 0.9490  0.15
H28 -4.3588 -3.9417 1.6604  0.11
H29 5.4291 -0.6815 -1.2161  0.09
H30 5.0614 1.0570 0.8824  0.08
H31 0.1899 -2.0459 3.0521  0.08
H32 2.2091 -5.6024 -5.9606  0.07
H33 -2.7037 -1.8927 -1.7205  0.10
H34 -1.4376 5.1077 3.2118  0.10
H35 3.5338 0.7590 1.7331  0.07

Forces on the atoms, in the same order (eV/Å):
K -0.4 -0.1 -0.9
S 0.0 -0.1 0.6
O 0.0 0.2 0.5
O -0.2 0.2 -0.1
N -0.1 0.3 0.5
N 0.0 -0.1 -0.3
N 0.3 -0.1 -0.4
N -0.2 -0.1 -0.7
N 0.1 -1.0 0.2
N 1.3 -0.8 -0.3
N -0.4 0.8 -0.2
N 0.2 0.5 0.5
N 0.5 -0.9 1.4
N 0.0 0.5 0.0
N -0.2 -0.7 -0.1
N 0.0 0.6 0.2
N -1.2 0.2 -0.6
N 0.0 0.4 -0.5
C -0.1 0.0 0.1
C 0.1 -0.3 -0.3
C 0.3 0.0 0.0
C -0.2 0.1 0.1
C 0.0 0.0 -0.1
C 0.0 0.1 0.1
C 0.0 0.0 0.1
C 0.1 0.1 -0.1
C 0.0 -0.1 -0.1
C 0.0 -0.1 0.0
C 0.1 -0.1 -0.3
C 0.1 0.0 0.0
C -0.6 0.7 0.3
C 0.1 0.2 0.2
C 0.1 -0.6 0.0
C -0.4 -0.2 0.0
C 0.1 -0.5 -0.2
C 0.0 -0.3 -0.3
C 0.1 -0.5 -0.4
C 0.0 0.4 0.1
C -0.2 0.0 -0.1
C 0.1 0.0 -0.1
C -0.5 0.3 0.0
C 0.1 0.2 -0.1
C -0.3 0.2 -0.2
C 0.0 0.0 0.0
C -0.2 -0.4 0.2
C -0.2 0.0 0.0
C -0.1 -0.1 -0.1
C 1.6 0.9 0.3
B 0.0 0.1 0.5
H 0.0 0.1 -0.1
H 0.0 0.0 0.0
H 0.0 -0.1 -0.1
H -0.1 0.1 0.1
H 0.1 -0.2 -0.1
H -0.1 -0.2 -0.2
H 0.0 0.1 0.0
H 0.0 -0.1 0.0
H 0.0 0.2 0.0
H 0.0 0.0 0.1
H -0.1 0.0 -0.1
H 0.1 0.1 -0.2
H 0.0 0.2 0.1
H 0.1 0.0 0.0
H 0.0 0.0 0.0
H 0.0 0.0 0.0
H 0.0 -0.1 0.0
H -0.1 0.0 0.1
H -0.1 0.0 0.0
H -0.1 0.0 0.0
H 0.1 0.1 0.1
H -0.1 0.1 0.1
H 0.0 0.0 0.1
H 0.0 -0.1 -0.1
H -0.1 0.0 0.1
H 0.0 0.1 0.0
H 0.0 -0.1 0.2
H 0.0 -0.1 0.1
H 0.2 0.0 0.0
H 0.1 0.0 0.1
H 0.1 0.0 0.2
H 0.0 -0.1 0.0
H 0.0 -0.1 -0.1
H -0.1 -0.1 0.0
H 0.1 0.0 0.2

Output
Energy relative to the best compared isomer or geometry (same formula, charge and spin) in kcal per mole: 29.1
Orbital gap (spin up / spin down) in eV: 7.87 / 5.87
HOMO (spin up / spin down) in eV: -7.9 / -7.9
LUMO (spin up / spin down) in Ha: -0.002 / -0.076
Multiplicity: 2
Charge: 0

Entry from the Open Molecules 2025 dataset: a molecular structure, C30H35BMnN10O2Te (ωB97M-V with the def2-TZVPD basis set).

Each line ends with the Löwdin charge.
Cartesian coordinates (Å):
Te1 -2.2916 -0.1492 1.2094  1.38
Mn1 0.9684 -0.0304 0.4891  0.77
O1 0.2304 4.0875 0.4154  0.05
O2 -0.0918 1.8794 0.6905  -0.26
N1 0.7870 0.0598 -1.7486  0.01
N2 3.1238 -0.8724 0.3882  -0.02
N3 0.5081 -2.2746 0.3089  -0.01
N4 -0.9301 1.5991 -1.9302  0.09
N5 0.8642 -0.7738 2.6972  -0.01
N6 0.0429 0.7912 -3.8752  -0.04
N7 1.2952 -3.1627 0.9535  -0.03
N8 3.4565 -1.8886 1.2097  -0.03
N9 1.7017 -1.7808 3.0394  -0.03
N10 2.3178 1.6142 1.7160  0.08
C1 -7.4465 0.2832 0.1657  -0.09
C2 -0.2929 -2.9823 -0.4768  -0.18
C3 1.1635 -0.7634 4.9266  -0.06
C4 3.3960 1.3985 2.4703  -0.12
C5 -7.4301 -1.0835 0.4219  -0.09
C6 -0.8666 1.6345 -4.6446  -0.15
C7 1.6358 -0.9193 -2.4290  -0.24
C8 1.8200 2.8464 1.6540  -0.18
C9 0.9913 -4.4186 0.5772  -0.08
C10 0.5400 -0.1553 3.8270  -0.17
C11 -5.0356 0.3466 0.3294  -0.29
C12 4.0105 2.4053 3.1935  -0.05
C13 -3.7302 1.1060 0.2701  -0.42
C14 5.3622 -1.0700 0.4453  -0.06
C15 -3.6872 -1.7159 0.8028  -0.44
C16 -6.2204 -1.7319 0.6292  -0.05
C17 0.9828 -0.0480 -4.6122  -0.16
C18 3.4995 3.6933 3.1073  -0.05
C19 1.8952 -1.7950 4.3713  -0.08
C20 0.5492 2.9909 0.8486  -0.59
C21 4.2641 -0.3726 -0.0750  -0.16
C22 -5.0177 -1.0266 0.5870  -0.29
C23 2.1665 -0.3914 -3.7413  -0.17
C24 4.7921 -2.0306 1.2611  -0.08
C25 -6.2543 0.9907 0.1207  -0.05
C26 -0.0309 -4.3565 -0.3488  -0.06
C27 -1.6537 2.6830 -2.5894  -0.18
C28 -1.0513 2.9661 -3.9457  -0.16
C29 0.0026 0.7983 -2.5067  -0.35
C30 2.3874 3.9238 2.3126  0.01
B1 2.3569 -2.6936 1.9695  -0.50
H1 1.2940 0.4986 -5.5022  0.12
H2 2.8696 -3.6455 2.5073  0.12
H3 -2.7044 2.4079 -2.7237  0.11
H4 6.4114 -0.9059 0.2495  0.09
H5 3.7769 0.3822 2.4942  0.10
H6 -0.5198 -5.1789 -0.8486  0.09
H7 -6.2056 -2.7980 0.8379  0.11
H8 2.7988 -1.1283 -4.2389  0.12
H9 1.9374 4.9019 2.1934  0.12
H10 -1.0209 -2.4693 -1.0934  0.10
H11 4.8736 2.1778 3.8053  0.11
H12 -1.7003 3.6243 -4.5241  0.12
H13 -0.4305 1.7632 -5.6327  0.12
H14 1.0814 -1.8466 -2.6139  0.11
H15 -3.4131 1.2927 -0.7579  0.04
H16 -0.1339 0.6901 3.8011  0.10
H17 2.4507 -1.1858 -1.7651  0.07
H18 3.9628 4.5053 3.6542  0.11
H19 -6.2667 2.0598 -0.0692  0.11
H20 -0.0763 3.4495 -3.8356  0.13
H21 -0.8624 1.6632 -0.9153  0.05
H22 -8.3886 0.7985 0.0117  0.10
H23 -3.7179 -2.4225 1.6304  0.05
H24 2.5250 -2.5449 4.8289  0.12
H25 -1.8388 1.1476 -4.7791  0.13
H26 -1.6200 3.5529 -1.9352  0.12
H27 1.0751 -0.5013 5.9707  0.09
H28 -3.3624 -2.2505 -0.0909  0.04
H29 -3.7770 2.0569 0.7944  0.06
H30 2.7633 0.5081 -3.5586  0.12
H31 5.2427 -2.8071 1.8643  0.12
H32 0.4933 -0.9670 -4.9514  0.13
H33 -8.3593 -1.6413 0.4679  0.10
H34 1.5157 -5.2638 0.9977  0.12
H35 4.2456 0.4651 -0.7584  0.12

Forces on the atoms, in the same order (eV/Å):
Te 0.1 -0.1 0.2
Mn -0.1 0.2 0.1
O -0.1 0.0 0.1
O 0.1 0.1 0.0
N -0.1 0.1 0.1
N 0.2 -0.1 0.2
N 0.1 -0.3 -0.1
N 0.0 0.0 -0.1
N 0.3 0.0 0.2
N 0.0 0.0 -0.1
N 0.0 0.1 0.2
N -0.1 -0.1 0.0
N 0.0 -0.1 -0.2
N 0.2 0.0 0.0
C 0.0 0.0 0.0
C -0.1 -0.1 0.0
C -0.1 0.1 0.0
C 0.0 0.0 -0.1
C 0.0 0.0 0.0
C 0.1 -0.1 0.1
C -0.1 0.0 0.0
C 0.0 -0.1 0.1
C 0.0 0.1 0.0
C 0.0 -0.1 0.1
C 0.0 0.0 0.0
C 0.0 0.0 0.0
C 0.0 0.0 -0.1
C 0.0 0.0 -0.1
C -0.1 0.1 -0.1
C 0.0 0.0 0.0
C -0.1 0.1 0.0
C 0.0 0.0 0.0
C 0.0 0.0 0.0
C -0.3 -0.3 -0.3
C 0.1 0.0 -0.1
C 0.0 -0.1 0.0
C 0.1 0.1 0.0
C 0.0 0.0 0.0
C 0.0 0.0 0.0
C -0.1 0.1 0.0
C 0.1 -0.1 0.1
C 0.1 0.1 0.0
C 0.0 0.0 0.0
C 0.1 0.1 0.1
B 0.1 0.0 0.0
H 0.0 0.1 -0.1
H 0.0 0.1 -0.1
H -0.1 0.0 0.0
H -0.2 0.0 0.0
H 0.0 0.1 0.0
H 0.1 0.1 0.1
H 0.0 0.1 0.0
H 0.0 0.0 0.0
H 0.1 -0.1 0.0
H 0.1 -0.1 0.1
H 0.0 0.0 0.0
H 0.0 0.0 0.0
H 0.0 0.0 -0.1
H -0.1 0.0 0.0
H -0.1 0.0 0.0
H 0.1 -0.1 0.0
H 0.0 0.0 0.0
H 0.0 0.0 0.0
H 0.0 -0.1 0.0
H -0.1 0.0 0.0
H 0.2 0.1 0.0
H 0.1 0.0 0.0
H 0.0 0.0 0.0
H -0.1 0.1 -0.1
H 0.0 -0.1 0.0
H 0.0 0.1 0.0
H 0.0 0.0 -0.2
H -0.1 0.0 0.0
H 0.0 0.0 0.0
H 0.0 0.0 0.0
H -0.1 0.1 -0.1
H -0.1 0.0 0.0
H 0.1 0.0 0.0
H 0.0 0.1 0.0
H 0.0 0.0 0.1

Output
Energy relative to the best compared isomer or geometry (same formula, charge and spin) in kcal per mole: 0.0
Orbital gap (spin up / spin down) in eV: 8.02 / 8.12
HOMO (spin up / spin down) in eV: -7.4 / -7.5
LUMO (spin up / spin down) in Ha: 0.023 / 0.023
Multiplicity: 6
Charge: 0